# 1
Below is a cluster of 9 separate species, H20NO8 in total at a distorted geometry, with properties calculated with wB97M-V/def2-TZVPD.

Structure (XYZ):
```
29
Properties=species:S:1:pos:R:3:forces:R:3
N -0.1741 0.4494 -0.0105 -7.72 0.44 -2.86
H 0.5681 -0.0544 0.0185 6.51 -4.67 0.47
H -1.0819 -0.2452 -0.1012 2.85 2.68 0.33
H -0.0217 1.1040 -0.7643 -0.59 -0.07 -1.89
H -0.1541 1.1067 0.6752 -0.83 1.60 3.85
O -0.1284 2.4842 -2.3153 -0.97 0.92 1.74
H 0.1136 2.1149 -3.1475 -0.07 -0.15 -1.15
H -0.8625 3.1381 -2.4008 1.01 -0.92 -0.41
O -2.2896 1.8551 1.7322 -0.06 -3.34 1.17
H -2.9011 1.0906 2.1016 1.38 3.16 -1.33
H -2.7003 2.6271 1.3680 -1.22 0.16 0.08
O 2.4690 2.1244 -0.0134 -0.38 2.95 1.32
H 2.0510 2.8336 0.5913 0.61 -1.91 -1.03
H 3.1822 2.7120 -0.3435 -0.24 -0.79 -0.26
O 2.5975 -1.7345 2.5492 -2.27 -8.59 7.73
H 2.0220 -2.7034 2.3467 2.97 4.17 1.31
H 2.5118 -1.4060 1.7781 -0.41 4.23 -8.94
O 3.0175 -0.5790 0.0399 0.59 -0.99 -1.78
H 3.2366 0.3569 0.0831 -0.03 0.23 0.05
H 3.4984 -0.9342 -0.7681 -0.87 0.65 1.63
O -0.7294 -1.1898 -2.3907 9.88 -0.48 -0.78
H -1.5310 -1.3986 -2.2470 -10.04 -1.50 1.48
H -0.3829 -2.1221 -2.1970 0.27 1.98 -0.64
O -0.5654 -1.8143 2.2716 -3.92 1.88 -0.82
H 0.0549 -2.4639 2.3134 3.26 -2.57 0.47
H -1.3642 -2.3680 2.1156 0.40 0.85 0.21
O -3.1577 -1.6610 -0.9502 6.42 -10.46 0.88
H -3.5773 -0.9603 -1.0124 -6.51 10.54 -0.94
H -3.7009 -2.3622 -1.3224 -0.01 -0.02 0.10
```
Positions in Å, forces in eV/Å.

gap between HOMO and LUMO = 0.38789 Eh
E_HOMO = -13.6 eV
energy above the lowest of the compared OMol25 structures with the same formula, charge and spin = 112.9 kcal per mole
charge = +1

Results of the Mulliken charge analysis, in e, for atoms 1 through 5: atom 1 (N): -0.20, atom 2 (H): 0.32, atom 3 (H): 0.29, atom 4 (H): 0.24, atom 5 (H): 0.36


# 2
Below is the ion C6H13N4O with charge +1 at a distorted geometry, with properties calculated with wB97M-V/def2-TZVPD.

Structure (XYZ):
```
24
Properties=species:S:1:pos:R:3:forces:R:3
C 2.0332 -0.0471 1.0592 0.68 -0.61 -0.01
C 1.1455 -1.0449 0.0892 0.52 -0.57 -0.09
C 1.3337 -0.6997 -1.5369 0.76 -0.46 0.79
C -0.4219 -1.2147 0.5337 0.92 -2.06 -0.94
N -1.2148 0.0639 0.6359 0.70 0.37 -0.27
N -2.4040 0.0065 1.3973 -4.52 -2.45 -3.37
C -3.2887 -0.6271 0.5157 -2.50 -5.27 -2.63
O -4.0094 -1.4903 -0.2531 6.27 7.91 6.85
C -0.9445 1.2662 0.0363 1.01 2.61 -3.18
N -0.4793 2.5349 0.7441 -0.51 -4.11 -0.35
N -1.1833 1.3755 -1.4766 2.04 -1.31 4.72
H 1.4513 0.8849 1.4604 1.13 -1.81 -0.85
H 2.4428 -0.6498 2.0023 -1.05 1.36 -2.06
H 2.9921 0.2922 0.4456 -2.11 -0.58 1.36
H 1.6406 -2.1238 0.2145 -1.42 2.31 -0.13
H 2.2059 -1.4107 -1.9337 -2.01 1.73 0.75
H 1.7169 0.4061 -1.6230 -0.89 -2.06 -0.16
H 0.3606 -0.9221 -2.1545 1.97 0.53 1.17
H -0.9090 -1.9665 -0.2550 0.83 1.66 1.63
H -0.5058 -1.7540 1.5884 0.12 1.51 -2.10
H 0.5576 2.6652 0.5501 -1.64 0.07 -0.25
H -0.5420 2.3516 1.7908 0.03 0.14 -1.65
H -1.6853 0.5361 -1.8439 0.87 0.75 0.53
H -0.2922 1.5676 -1.9868 -1.21 0.37 0.24
```
Positions in Å, forces in eV/Å.

gap between HOMO and LUMO = 0.29164 Eh
E_HOMO = -14.1 eV
energy above the lowest of the compared OMol25 structures with the same formula, charge and spin = 197.0 kcal per mole
charge = +1

Results of the Mulliken charge analysis, in e, for atoms 1 through 5: atom 1 (C): -0.95, atom 2 (C): 0.18, atom 3 (C): -0.97, atom 4 (C): -0.65, atom 5 (N): 0.54


# 3
Below is a cluster of 2 separate species, C2H8N3 in total at a distorted geometry, with properties calculated with wB97M-V/def2-TZVPD.

Structure (XYZ):
```
13
Properties=species:S:1:pos:R:3:forces:R:3
C -0.8439 -0.0166 0.2569 -0.13 -0.49 -0.94
C 1.6920 0.1338 -0.1989 0.75 0.31 0.52
N -0.3945 -1.2965 -0.0552 -1.19 -0.71 -0.30
N -2.0074 0.5054 -0.1869 -0.43 -0.08 0.03
N 0.3291 -0.1833 -0.5983 0.41 0.50 -0.96
H -0.1552 0.6450 2.0939 0.42 0.48 1.44
H 1.9459 1.1369 -0.5484 -0.15 -0.12 0.00
H 1.7673 0.1134 0.8894 -0.05 -0.04 -0.13
H 2.3844 -0.5849 -0.6371 -0.15 -0.02 -0.01
H 0.0824 -1.8473 0.6538 0.47 0.31 0.17
H -2.1276 1.5048 -0.1180 0.04 0.15 0.03
H -2.8429 -0.0175 0.0579 0.07 0.01 -0.07
H 0.1704 -0.0932 -1.6092 -0.07 -0.31 0.21
```
Positions in Å, forces in eV/Å.

gap between HOMO and LUMO (alpha / beta) = 0.34169 / 0.34555 Eh
E_HOMO (alpha / beta) = -12.2 / -15.9 eV
spin multiplicity = 3
energy above the lowest of the compared OMol25 structures with the same formula, charge and spin = 56.5 kcal per mole
charge = +1

Results of the Mulliken charge analysis, in e, for atoms 1 through 5: atom 1 (C): 0.26, atom 2 (C): -0.72, atom 3 (N): -0.51, atom 4 (N): -0.40, atom 5 (N): 0.10